Computed, not measured: a 8-piece molecular cluster, C30H65F10O11PS overall in a non-equilibrium geometry, with wB97M-V/def2-TZVPD.

Each line ends with the Mulliken charge.
Positions of all 118 atoms, in Å:
C 1.1708 -6.3491 0.2559  -0.88
C -0.0391 -6.3841 -0.6180  0.63
O -0.5135 -7.3640 -1.0911  -0.54
O -0.5729 -5.1490 -0.9514  -0.17
C -1.0486 -4.3540 0.1138  -0.65
P -1.1335 -2.6477 -0.5716  -0.27
C -2.7669 -2.0049 0.0398  0.33
C -3.0664 -2.0933 1.5309  -1.02
F -3.6635 -2.8185 -0.6846  -0.35
S 0.2968 -1.6938 0.7313  0.90
O -0.2108 -1.3973 2.0463  -0.61
O 1.5185 -2.4371 0.5905  -0.53
C 0.5051 -0.0456 -0.0873  0.49
F 0.8461 -0.2276 -1.3739  -0.23
F -0.7382 0.5019 -0.0600  -0.18
C 1.4862 0.9734 0.5957  0.32
F 0.7729 1.6176 1.5461  -0.19
F 1.8452 1.8659 -0.3574  -0.27
C 2.8032 0.5091 1.3020  0.64
F 3.3521 1.6679 1.7388  -0.32
F 2.5223 -0.2398 2.3722  -0.23
C 3.8845 -0.2158 0.4046  0.66
F 5.0015 0.4982 0.3885  -0.28
F 4.1629 -1.4036 0.8858  -0.20
F 3.4536 -0.3375 -0.8542  -0.21
H 1.9330 -5.7065 -0.1806  0.24
H 0.9511 -6.0083 1.2660  0.37
H 1.5492 -7.3639 0.3247  0.32
H -2.0412 -4.6623 0.4458  0.46
H -0.3724 -4.3594 0.9715  0.43
H -2.9082 -0.9907 -0.3321  0.41
H -4.0311 -2.5861 1.6512  0.41
H -2.3263 -2.6621 2.0857  0.25
H -3.1468 -1.1061 1.9798  0.21
C -2.2789 2.8397 2.8990  -0.85
C -2.3469 1.8497 4.0508  0.42
C -1.2432 2.0983 5.0683  -1.23
O -2.2774 0.5100 3.5665  -0.47
H -1.3287 2.7418 2.3668  0.14
H -3.0830 2.6492 2.1883  0.28
H -2.3695 3.8668 3.2554  0.24
H -3.3196 1.9320 4.5376  0.27
H -0.2625 1.9754 4.5995  0.21
H -1.3110 1.3829 5.8878  0.36
H -1.3023 3.1072 5.4797  0.39
H -1.4244 0.3881 3.1313  0.23
C -7.1345 5.2346 4.6733  -1.46
C -5.7750 4.8097 4.1424  0.67
C -5.0906 5.9434 3.3928  -1.28
O -5.9012 3.6628 3.3020  -0.54
H -7.7987 5.5165 3.8534  0.36
H -7.6117 4.4152 5.2101  0.33
H -7.0483 6.0877 5.3484  0.32
H -5.1415 4.4885 4.9714  0.28
H -5.6945 6.2444 2.5321  0.34
H -4.1170 5.6253 3.0194  0.30
H -4.9504 6.8151 4.0336  0.36
H -6.4575 3.9066 2.5548  0.34
C -11.4122 8.1007 6.2249  -1.40
C -10.0762 7.6503 5.6548  0.49
C -9.3712 8.7789 4.9176  -1.19
O -10.2514 6.5258 4.7946  -0.53
H -12.0785 8.4204 5.4189  0.36
H -11.8983 7.2803 6.7523  0.33
H -11.2878 8.9348 6.9166  0.37
H -9.4386 7.2921 6.4645  0.27
H -9.9794 9.1174 4.0742  0.34
H -8.4145 8.4373 4.5213  0.26
H -9.1922 9.6315 5.5738  0.38
H -10.8137 6.7979 4.0616  0.33
C 3.9958 1.6682 -4.1880  -1.12
C 4.2250 0.1694 -4.3142  0.35
C 2.9139 -0.5847 -4.4738  -0.48
O 4.9486 -0.3183 -3.1865  -0.62
H 3.3913 1.8838 -3.3022  0.12
H 4.9454 2.1916 -4.0778  0.32
H 3.4771 2.0666 -5.0612  0.40
H 4.8660 -0.0284 -5.1745  0.35
H 2.2771 -0.4339 -3.5971  -0.14
H 3.0994 -1.6556 -4.5650  0.05
H 2.3680 -0.2489 -5.3566  0.44
H 4.4105 -0.1627 -2.4039  0.40
C 2.1166 -5.7632 -4.8968  -1.17
C 3.1915 -5.2614 -3.9480  0.67
C 4.5065 -5.0196 -4.6718  -1.31
O 3.3837 -6.1767 -2.8673  -0.52
H 2.4160 -6.7136 -5.3441  0.29
H 1.1828 -5.9306 -4.3566  0.34
H 1.9377 -5.0548 -5.7006  0.26
H 2.8587 -4.3330 -3.4799  0.08
H 4.8819 -5.9485 -5.1098  0.39
H 5.2629 -4.6555 -3.9755  0.34
H 4.3900 -4.2897 -5.4738  0.29
H 3.6782 -7.0181 -3.2305  0.33
C 6.6669 0.8226 4.2754  -0.93
C 7.9770 0.4327 3.6067  0.33
C 8.5895 1.6041 2.8538  -1.16
O 7.7788 -0.6755 2.7322  -0.54
H 5.9382 1.1375 3.5223  0.05
H 6.2445 -0.0268 4.8122  0.30
H 6.8079 1.6445 4.9785  0.39
H 8.6798 0.0787 4.3621  0.30
H 7.9125 1.9395 2.0631  0.26
H 9.5275 1.3078 2.3845  0.31
H 8.7830 2.4466 3.5190  0.37
H 7.1605 -0.4029 2.0455  0.32
C 1.5682 -5.1321 -9.9806  -1.38
C 2.6435 -4.6626 -9.0132  0.55
C 3.9610 -4.3940 -9.7241  -1.34
O 2.8252 -5.6156 -7.9659  -0.43
H 1.8707 -6.0696 -10.4553  0.36
H 0.6322 -5.3139 -9.4527  0.32
H 1.3893 -4.3945 -10.7637  0.39
H 2.3091 -3.7516 -8.5136  0.24
H 4.3314 -5.3105 -10.1917  0.35
H 4.7161 -4.0545 -9.0150  0.32
H 3.8463 -3.6366 -10.5004  0.38
H 3.1225 -6.4390 -8.3682  0.26

- largest force on an atom (eV/Å) = 1.42
- LUMO energy (eV) = 0.41
- molar mass (Da) = 854.86
- gap between HOMO and LUMO (eV) = 10.36
- HOMO energy (hartree) = -0.366